DFT (the ωB97M-V functional and the def2-TZVPD basis) results for an isolated ion of composition C16H34NO2 and charge +1.

Cartesian coordinates (Å):
C: -3.724 -1.190 1.693
C: -3.058 -2.382 1.002
C: -1.957 -1.896 0.058
C: -0.763 -2.849 -0.109
C: 0.517 -2.029 -0.278
C: 1.785 -2.858 -0.559
C: 2.965 -2.539 0.354
C: 3.276 -1.051 0.566
C: 3.188 -0.166 -0.668
C: 3.079 1.326 -0.312
C: 1.767 1.663 0.349
C: 0.602 1.618 -0.656
N: -0.229 2.839 -0.492
O: -1.300 2.901 -1.380
C: -2.323 1.924 -1.121
C: -2.570 1.147 -2.397
C: -0.576 3.075 0.921
C: 0.731 3.287 1.710
O: 1.871 2.933 0.970
H: -4.466 -1.494 2.415
H: -2.971 -0.551 2.148
H: -4.201 -0.593 0.919
H: -2.689 -3.100 1.722
H: -3.835 -2.841 0.398
H: -1.559 -0.971 0.485
H: -2.356 -1.623 -0.916
H: -0.901 -3.417 -1.022
H: -0.670 -3.488 0.762
H: 0.623 -1.406 0.605
H: 0.352 -1.386 -1.140
H: 2.064 -2.705 -1.596
H: 1.510 -3.904 -0.484
H: 2.722 -2.947 1.332
H: 3.833 -3.094 0.016
H: 4.301 -0.995 0.915
H: 2.666 -0.688 1.386
H: 2.356 -0.412 -1.321
H: 4.104 -0.266 -1.235
H: 3.097 1.870 -1.253
H: 3.896 1.631 0.328
H: 1.563 0.931 1.130
H: 0.012 0.746 -0.426
H: 0.932 1.587 -1.687
H: 0.375 3.619 -0.769
H: -2.056 1.218 -0.339
H: -3.246 2.409 -0.825
H: -3.029 1.802 -3.129
H: -3.232 0.308 -2.213
H: -1.632 0.776 -2.787
H: -1.077 2.197 1.311
H: -1.263 3.903 1.026
H: 0.673 2.787 2.675
H: 0.819 4.347 1.912

Calculated values
* frontier orbital gap: 10.78 eV
* SMILES: CCCCCCCCCC[C@@H]1C[N@@H+](OCC)CCO1
* total charge: +1
* energy relative to the best compared isomer or geometry (same formula, charge and spin): 80.16 kcal/mol
* E_HOMO: -13.31 eV

natural (NBO) atomic charge list, values in e, 2 entries: C -0.5919; C -0.3978

DFT (the ωB97M-V functional and the def2-TZVPD basis) results for a single C4H7NO3 molecule.

Cartesian coordinates (Å):
O: 1.597 0.120 -2.063
C: 0.694 0.867 -1.991
N: -0.054 1.130 -0.790
C: 0.036 0.316 0.487
C: -0.003 -1.195 0.284
O: 0.887 -1.850 1.154
C: -1.093 0.699 1.460
O: -1.707 1.740 1.524
H: 0.319 1.555 -2.878
H: -0.758 1.915 -0.737
H: 0.959 0.713 0.921
H: 0.196 -1.543 -0.791
H: -1.041 -1.690 0.545
H: 1.316 -2.642 0.747
H: -1.348 -0.137 2.128

Calculated values
* frontier orbital gap: 10.72 eV
* SMILES: O=CN[C@@H](C=O)CO
* energy relative to the best compared isomer or geometry (same formula, charge and spin): 59.97 kcal/mol
* E_HOMO: -9.99 eV

natural (NBO) atomic charge list, values in e, 2 entries: O -0.5801; C 0.5546

DFT (the ωB97M-V functional and the def2-TZVPD basis) results for a single C4H6OS2 molecule.

Cartesian coordinates (Å):
C: 1.378 -2.236 0.166
C: 0.034 -0.319 1.142
C: 0.184 0.470 -0.033
C: 0.115 -0.434 -1.276
O: 2.770 -0.448 -1.010
S: 1.855 -3.624 0.674
S: 1.726 -1.378 -1.344
H: -0.865 -0.716 1.397
H: 0.943 -0.312 1.928
H: -0.688 1.279 0.078
H: 1.194 0.945 0.042
H: -0.648 -1.293 -1.010
H: 0.083 -0.027 -2.304

Calculated values
* frontier orbital gap (alpha / beta): 6.95 / 6.95 eV
* energy relative to the best compared isomer or geometry (same formula, charge and spin): 129.81 kcal/mol
* E_HOMO (alpha / beta): -7.59 / -7.59 eV

natural (NBO) atomic charge list, values in e, 2 entries: C -0.5234; C -0.2577

DFT (the ωB97M-V functional and the def2-TZVPD basis) results for a 7-piece molecular cluster, C25H50Cl2O18 overall.

Cartesian coordinates (Å):
C: 0.421 0.037 -0.515
Cl: 0.114 1.046 0.922
Cl: 1.215 -1.495 -0.036
H: -0.491 -0.041 -1.106
H: 1.134 0.541 -1.168
C: 4.619 -1.978 -0.046
C: 5.456 -0.851 0.584
O: 6.608 -1.366 1.158
C: 7.384 -0.639 1.953
O: 7.244 0.525 2.309
O: 8.319 -1.461 2.457
C: 9.058 -1.109 3.570
H: 4.120 -2.669 0.632
H: 5.176 -2.641 -0.707
H: 3.907 -1.443 -0.674
H: 4.796 -0.370 1.306
H: 5.692 -0.084 -0.154
H: 9.289 -0.044 3.560
H: 10.052 -1.548 3.662
H: 8.451 -1.298 4.456
C: -2.198 0.569 4.083
C: -2.641 1.600 3.016
O: -4.021 1.711 3.129
C: -4.711 2.452 2.229
O: -4.245 3.230 1.377
O: -6.026 2.208 2.337
C: -6.929 2.655 1.353
H: -2.286 1.009 5.077
H: -1.133 0.359 3.988
H: -2.771 -0.351 3.968
H: -2.308 1.269 2.032
H: -2.095 2.541 3.087
H: -6.651 2.114 0.448
H: -6.744 3.724 1.244
H: -7.930 2.316 1.617
C: -4.766 -1.711 -0.576
C: -3.242 -1.314 -0.511
O: -2.337 -2.329 -0.846
C: -2.130 -2.784 -2.061
O: -2.639 -2.314 -3.076
O: -1.181 -3.817 -1.952
C: -0.724 -4.341 -3.208
H: -5.094 -2.068 -1.552
H: -5.472 -0.888 -0.461
H: -5.031 -2.472 0.157
H: -2.982 -1.034 0.510
H: -3.084 -0.464 -1.174
H: -1.534 -4.726 -3.828
H: -0.069 -5.203 -3.079
H: -0.209 -3.588 -3.804
C: 0.894 4.696 -1.812
C: 1.949 3.534 -1.808
O: 2.944 3.723 -0.839
C: 3.503 2.717 -0.092
O: 3.468 1.541 -0.384
O: 4.271 3.250 0.844
C: 5.199 2.520 1.615
H: 1.518 5.590 -1.783
H: 0.186 4.798 -0.990
H: 0.286 4.790 -2.711
H: 2.380 3.451 -2.806
H: 1.283 2.688 -1.643
H: 5.726 1.783 1.009
H: 4.770 1.924 2.421
H: 6.009 3.161 1.962
C: -0.768 -2.554 2.840
C: -1.426 -3.856 2.411
O: -2.622 -4.138 3.164
C: -3.735 -3.392 3.196
O: -3.895 -2.258 2.749
O: -4.783 -4.087 3.723
C: -4.782 -5.386 4.378
H: -0.714 -2.391 3.917
H: -1.116 -1.654 2.334
H: 0.261 -2.539 2.481
H: -0.781 -4.704 2.639
H: -1.665 -3.850 1.347
H: -5.639 -5.529 5.036
H: -3.961 -5.358 5.095
H: -4.657 -6.244 3.717
C: -0.655 4.848 -5.334
C: 0.544 4.025 -5.787
O: 0.159 2.676 -5.996
C: 0.175 1.699 -5.002
O: 0.391 1.813 -3.777
O: -0.306 0.517 -5.539
C: -0.745 -0.531 -4.764
H: -0.955 4.433 -4.372
H: -1.439 4.762 -6.087
H: -0.457 5.919 -5.365
H: 1.426 4.099 -5.151
H: 0.885 4.462 -6.726
H: 0.136 -1.082 -4.436
H: -1.341 -1.090 -5.485
H: -1.303 -0.242 -3.873

Calculated values
* frontier orbital gap: 11.08 eV
* SMILES: CCOC(=O)OC.CCOC(=O)OC.CCOC(=O)OC.CCOC(=O)OC.CCOC(=O)OC.CCOC(=O)OC.ClCCl
* energy relative to the best compared isomer or geometry (same formula, charge and spin): 0.00 kcal/mol
* E_HOMO: -10.47 eV

Löwdin atomic charge list, values in e, 2 entries: C -0.9471; Cl 0.5777

DFT (the ωB97M-V functional and the def2-TZVPD basis) results for C32H24N3O6P2PtS2Se2 as an isolated structure.

Cartesian coordinates (Å):
Pt: 3.023 2.296 -0.540
O: 6.250 0.797 0.735
S: 5.795 2.171 0.810
O: 6.772 3.140 1.228
O: 5.138 2.563 -0.485
C: 4.599 2.183 2.189
C: 4.910 1.194 3.123
C: 4.291 1.145 4.358
C: 3.367 2.117 4.707
C: 3.034 3.096 3.792
C: 3.621 3.136 2.526
S: 2.684 4.209 1.409
O: 1.594 3.274 0.989
O: 2.225 5.324 2.184
O: 3.491 4.540 0.230
H: 5.659 0.463 2.853
H: 4.538 0.348 5.048
H: 2.889 2.101 5.679
H: 2.290 3.847 4.023
Se: -2.860 1.444 1.728
P: -2.563 0.715 -0.223
C: -3.102 -1.018 -0.326
C: -2.232 -2.089 -0.414
C: -2.711 -3.393 -0.375
C: -4.070 -3.626 -0.248
C: -4.952 -2.553 -0.158
C: -4.471 -1.256 -0.190
C: -3.627 1.495 -1.474
C: -4.279 2.685 -1.194
C: -5.067 3.286 -2.168
C: -5.200 2.695 -3.416
C: -4.548 1.499 -3.695
C: -3.762 0.899 -2.725
C: -0.902 1.029 -0.898
C: 0.442 0.668 -0.761
N: 1.152 1.696 -1.290
N: 0.317 2.622 -1.742
N: -0.906 2.243 -1.522
P: 1.433 -0.787 -0.395
Se: 3.526 -0.334 -0.132
C: 1.206 -1.864 -1.847
C: 0.780 -3.186 -1.814
C: 0.635 -3.902 -2.995
C: 0.923 -3.303 -4.211
C: 1.374 -1.988 -4.247
C: 1.521 -1.272 -3.072
C: 0.767 -1.554 1.092
C: 0.002 -0.767 1.949
C: -0.456 -1.304 3.145
C: -0.131 -2.605 3.494
C: 0.670 -3.376 2.657
C: 1.126 -2.852 1.460
H: -1.179 -1.903 -0.515
H: -2.022 -4.227 -0.437
H: -4.447 -4.641 -0.218
H: -6.015 -2.732 -0.053
H: -5.152 -0.418 -0.099
H: -4.158 3.133 -0.215
H: -5.573 4.219 -1.954
H: -5.808 3.168 -4.178
H: -4.655 1.037 -4.669
H: -3.246 -0.030 -2.942
H: 0.549 -3.662 -0.871
H: 0.289 -4.928 -2.963
H: 0.798 -3.860 -5.131
H: 1.613 -1.521 -5.194
H: 1.880 -0.249 -3.097
H: -0.244 0.256 1.691
H: -1.074 -0.696 3.793
H: -0.492 -3.021 4.426
H: 0.946 -4.383 2.946
H: 1.785 -3.435 0.830

Calculated values
* frontier orbital gap (alpha / beta): 7.29 / 7.50 eV
* total charge: -1
* energy relative to the best compared isomer or geometry (same formula, charge and spin): 7.88 kcal/mol
* ⟨S²⟩: 2.01
* E_HOMO (alpha / beta): -5.26 / -6.01 eV
* spin multiplicity: 3

Löwdin atomic charge list, values in e, 2 entries: Pt 1.0124; O -0.3931

DFT (the ωB97M-V functional and the def2-TZVPD basis) results for a 2-piece molecular cluster, C4H9NO2 overall.

Cartesian coordinates (Å):
C: -0.264 -0.340 -0.424
C: -0.250 -1.374 0.435
C: 0.802 -0.150 -1.463
C: -1.445 0.575 -0.539
N: 0.972 0.769 1.938
O: 1.191 1.496 0.982
O: 1.604 -0.234 2.211
H: -0.021 0.794 2.303
H: -1.081 -1.567 1.094
H: 0.510 -2.138 0.390
H: 1.213 0.866 -1.391
H: 0.379 -0.276 -2.468
H: 1.619 -0.866 -1.330
H: -1.977 0.389 -1.469
H: -1.119 1.615 -0.558
H: -2.133 0.441 0.288

Calculated values
* frontier orbital gap: 9.10 eV
* SMILES: O=[NH+][O-].C=C(C)C
* energy relative to the best compared isomer or geometry (same formula, charge and spin): 113.21 kcal/mol
* E_HOMO: -9.27 eV

natural (NBO) atomic charge list, values in e, 2 entries: C 0.0322; C -0.4440

DFT (the ωB97M-V functional and the def2-TZVPD basis) results for C27H52Br2O14 as an isolated structure.

Cartesian coordinates (Å):
C: 2.712 -1.721 -2.608
C: 1.736 -0.738 -2.008
O: 1.467 -1.066 -0.658
C: 2.212 0.693 -2.147
O: 1.222 1.654 -2.559
C: 0.250 1.946 -1.673
O: 0.198 3.020 -1.091
O: -0.698 0.975 -1.450
C: -1.903 1.095 -2.167
Br: -1.662 1.861 -3.933
C: -2.645 -0.294 -2.178
C: -1.772 -1.486 -1.889
Br: -3.505 -0.612 -3.898
H: 2.991 -1.457 -3.618
H: 2.253 -2.699 -2.641
H: 3.592 -1.802 -1.984
H: 0.790 -0.827 -2.511
H: 2.122 -0.649 -0.087
H: 2.705 1.046 -1.247
H: 2.949 0.720 -2.936
H: -2.529 1.791 -1.631
H: -3.417 -0.251 -1.428
H: -1.097 -1.324 -1.062
H: -2.428 -2.294 -1.608
H: -1.224 -1.826 -2.752
O: 2.848 -0.578 1.761
C: 2.902 -1.550 2.467
O: 2.016 -2.527 2.272
C: 2.085 -3.796 2.925
C: 1.416 -3.772 4.283
C: 3.890 -1.646 3.604
H: 3.117 -4.147 2.977
H: 1.556 -4.477 2.262
H: 1.916 -3.086 4.966
H: 1.426 -4.766 4.728
H: 0.382 -3.442 4.184
H: 3.467 -1.148 4.475
H: 4.797 -1.125 3.311
H: 4.163 -2.664 3.871
O: 6.594 0.725 -5.199
C: 6.200 1.852 -5.103
O: 5.489 2.198 -4.016
C: 5.121 3.550 -3.716
C: 3.834 3.947 -4.404
C: 6.421 2.870 -6.199
H: 5.942 4.234 -3.932
H: 4.977 3.575 -2.639
H: 3.928 3.927 -5.491
H: 3.536 4.951 -4.106
H: 3.037 3.254 -4.136
H: 5.632 2.758 -6.941
H: 7.376 2.657 -6.670
H: 6.442 3.901 -5.854
O: -3.962 -3.146 -0.053
C: -5.087 -2.746 0.072
O: -6.035 -3.203 -0.750
C: -7.429 -2.919 -0.560
C: -7.818 -1.595 -1.184
C: -5.437 -1.673 1.081
H: -7.701 -2.980 0.490
H: -7.952 -3.730 -1.062
H: -7.301 -0.759 -0.712
H: -8.891 -1.433 -1.084
H: -7.556 -1.584 -2.242
H: -5.233 -0.699 0.639
H: -4.798 -1.803 1.950
H: -6.472 -1.701 1.414
O: 7.597 6.776 -1.329
C: 7.547 5.837 -0.590
O: 6.631 4.879 -0.826
C: 6.596 3.629 -0.133
C: 5.831 3.731 1.171
C: 8.428 5.734 0.634
H: 7.602 3.231 0.006
H: 6.081 2.947 -0.806
H: 6.314 4.417 1.867
H: 5.760 2.753 1.647
H: 4.825 4.105 0.987
H: 7.957 6.280 1.448
H: 9.381 6.202 0.404
H: 8.628 4.715 0.956
O: -9.266 -3.203 2.243
C: -8.957 -3.105 3.398
O: -9.895 -2.735 4.282
C: -9.689 -2.756 5.697
C: -9.036 -1.483 6.195
C: -7.535 -3.320 3.869
H: -9.136 -3.648 5.992
H: -10.686 -2.852 6.121
H: -8.039 -1.352 5.776
H: -8.952 -1.501 7.281
H: -9.631 -0.619 5.903
H: -6.983 -2.390 3.749
H: -7.080 -4.082 3.241
H: -7.453 -3.651 4.901

Calculated values
* frontier orbital gap: 9.65 eV
* E_HOMO: -9.24 eV

Löwdin atomic charge list, values in e, 2 entries: C -0.0273; C -0.4136

DFT (the ωB97M-V functional and the def2-TZVPD basis) results for a single CH2N2O3S molecule.

Cartesian coordinates (Å):
C: 0.374 -0.635 -0.073
N: 1.627 -0.174 0.000
N: -0.663 0.454 -0.072
O: -0.044 -1.764 -0.041
O: -0.425 1.682 -0.145
O: -3.106 0.791 -0.050
S: -2.146 -0.276 0.032
H: 1.922 0.737 0.509
H: 2.461 -0.814 -0.161

Calculated values
* frontier orbital gap (alpha / beta): 8.06 / 8.50 eV
* energy relative to the best compared isomer or geometry (same formula, charge and spin): 46.38 kcal/mol
* E_HOMO (alpha / beta): -9.04 / -9.50 eV

natural (NBO) atomic charge list, values in e, 2 entries: C 0.7458; N -0.8340

DFT (the ωB97M-V functional and the def2-TZVPD basis) results for a single C4H7NO2 molecule.

Cartesian coordinates (Å):
O: -0.072 0.430 1.783
C: -0.102 0.875 0.450
C: 1.266 0.761 -0.236
N: 0.681 -0.052 -1.326
C: -0.601 -0.140 -0.627
C: -0.922 -1.502 -0.065
O: -0.196 -2.459 -0.194
H: -0.915 0.649 2.203
H: -0.568 1.863 0.364
H: 1.989 0.240 0.402
H: 1.702 1.704 -0.585
H: 1.102 -0.976 -1.402
H: -1.464 0.197 -1.222
H: -1.900 -1.591 0.455

Calculated values
* frontier orbital gap: 9.88 eV
* SMILES: O=C[C@@H]1NC[C@@H]1O
* energy relative to the best compared isomer or geometry (same formula, charge and spin): 52.42 kcal/mol
* E_HOMO: -9.32 eV

natural (NBO) atomic charge list, values in e, 2 entries: O -0.7059; C 0.0984

DFT (the ωB97M-V functional and the def2-TZVPD basis) results for an isolated ion of composition C4H11N3 and charge +2.

Cartesian coordinates (Å):
C: 1.328 1.015 -0.519
C: 0.290 -1.065 -0.591
C: -0.828 0.815 0.574
C: -1.793 -1.477 0.491
N: 0.410 1.447 0.291
N: 2.512 1.197 -0.978
N: -0.489 -0.730 0.549
H: -0.171 -0.982 -1.533
H: 1.027 -1.696 -0.484
H: -1.137 1.183 1.510
H: -1.647 0.913 -0.181
H: -2.159 -1.013 -0.365
H: -1.651 -2.556 0.489
H: -2.483 -1.207 1.279
H: 0.566 2.462 0.692
H: 3.073 0.614 -1.629
H: 3.028 2.087 -0.992
H: 0.124 -1.009 1.398

Calculated values
* frontier orbital gap: 9.90 eV
* total charge: +2
* energy relative to the best compared isomer or geometry (same formula, charge and spin): 83.77 kcal/mol
* E_HOMO: -19.37 eV

natural (NBO) atomic charge list, values in e, 2 entries: C 0.6036; C -0.0729

DFT (the ωB97M-V functional and the def2-TZVPD basis) results for a 6-piece molecular cluster, C27H28N6 overall.

Cartesian coordinates (Å):
C: 12.931 15.499 11.711
C: 13.372 14.358 12.512
N: 13.738 13.511 13.193
H: 13.451 15.513 10.797
H: 12.942 16.368 12.298
H: 11.893 15.422 11.515
N: 9.556 15.541 11.298
C: 8.676 16.382 11.830
C: 7.483 16.007 12.523
C: 7.195 14.652 12.631
C: 8.154 13.734 12.070
C: 9.272 14.210 11.411
H: 8.867 17.458 11.683
H: 6.848 16.759 12.887
H: 6.334 14.278 13.134
H: 8.098 12.618 12.154
H: 10.043 13.547 10.974
N: 10.154 16.570 17.288
C: 11.149 16.029 16.704
C: 11.001 15.175 15.624
C: 9.745 14.806 15.227
C: 8.615 15.391 15.860
C: 8.917 16.345 16.867
H: 12.173 16.285 17.016
H: 11.921 14.771 15.122
H: 9.534 14.054 14.479
H: 7.622 15.168 15.615
H: 8.148 16.803 17.454
N: 13.316 12.428 9.034
C: 12.647 11.863 9.993
C: 11.332 11.470 9.804
C: 10.765 11.472 8.545
C: 11.502 11.967 7.474
C: 12.763 12.519 7.764
H: 13.206 11.753 10.922
H: 10.840 11.098 10.701
H: 9.686 11.175 8.315
H: 11.123 12.058 6.424
H: 13.404 12.958 7.038
N: 7.395 6.878 13.483
C: 6.198 7.438 13.256
C: 5.680 7.768 11.997
C: 6.500 7.494 10.928
C: 7.713 6.821 11.080
C: 8.065 6.561 12.417
H: 5.656 7.666 14.183
H: 4.637 8.172 11.905
H: 6.337 7.932 9.909
H: 8.367 6.600 10.218
H: 8.891 5.923 12.700
N: 9.739 11.268 13.551
C: 10.895 11.941 13.708
C: 11.718 11.786 14.812
C: 11.240 11.021 15.912
C: 10.031 10.384 15.796
C: 9.335 10.525 14.596
H: 11.173 12.552 12.910
H: 12.615 12.364 15.022
H: 11.893 10.832 16.677
H: 9.585 9.714 16.556
H: 8.346 10.004 14.502

Calculated values
* frontier orbital gap: 9.90 eV
* SMILES: c1ccncc1.c1ccncc1.c1ccncc1.c1ccncc1.c1ccncc1.CC#N
* energy relative to the best compared isomer or geometry (same formula, charge and spin): 0.00 kcal/mol
* E_HOMO: -9.39 eV

natural (NBO) atomic charge list, values in e, 2 entries: C -0.7358; C 0.3273

| no. | F_max (eV/A) |
| --- | --- |
| 1 | 1.40 |
| 2 | 4.95 |
| 3 | 6.95 |
| 4 | 4.97 |
| 5 | 1.04 |
| 6 | 2.61 |
| 7 | 3.05 |
| 8 | 3.49 |
| 9 | 0.54 |
| 10 | 6.78 |
| 11 | 3.49 |